No. 1
{"formula": "C21H20AuNO2", "method": "ωB97M-V with the def2-TZVPD basis set", "orbital_gap_ha": 0.1783, "de_lowest_ev": 0.136, "lumo_ev": -9.56, "charge": 2, "elements": ["Au", "C", "C", "C", "C", "C", "C", "H", "H", "H", "H", "H", "H", "C", "C", "C", "C", "C", "C", "N", "C", "C", "C", "C", "C", "C", "C", "O", "O", "C", "C", "H", "H", "H", "H", "H", "H", "H", "H", "H", "H", "H", "H", "H", "H"], "positions_angstrom": [[-2.79799, 1.48480, -2.40083], [-4.61304, 1.27524, -5.46361], [-3.28738, 1.42098, -5.89129], [-2.42035, 2.25227, -5.21737], [-2.86911, 2.97739, -4.09174], [-4.21576, 2.81519, -3.65835], [-5.07468, 1.94907, -4.35588], [-5.28381, 0.63317, -6.01957], [-2.94838, 0.88933, -6.77036], [-1.40685, 2.39502, -5.56971], [-2.27082, 3.78903, -3.69460], [-4.61902, 3.48152, -2.90534], [-6.10262, 1.84661, -4.03540], [4.41049, -0.26636, 4.49742], [3.95069, -0.11132, 3.07008], [4.86729, 0.31326, 2.09266], [4.50648, 0.64448, 0.77371], [3.21792, 0.48501, 0.39938], [2.26461, -0.11395, 1.31752], [1.14671, -0.43754, 0.72201], [0.22970, -1.39112, 1.04826], [0.52230, -2.51240, 1.84709], [-0.45470, -3.45000, 2.10206], [-1.72519, -3.29076, 1.56201], [-2.01728, -2.21677, 0.71654], [-1.04854, -1.28809, 0.42683], [-1.35335, -0.19858, -0.54359], [-2.50825, -0.05298, -0.96728], [-0.38298, 0.55987, -0.95840], [2.62715, -0.30358, 2.72265], [1.62086, -0.48038, 3.82178], [5.49623, -0.26714, 4.55972], [4.04545, -1.19007, 4.94533], [4.04363, 0.55881, 5.11305], [5.90169, 0.44285, 2.39385], [5.24859, 1.01808, 0.08184], [2.88735, 0.69562, -0.61022], [0.46914, 0.31361, -0.39508], [1.53409, -2.65837, 2.19891], [-0.22815, -4.32113, 2.70202], [-2.49123, -4.02666, 1.77074], [-2.99751, -2.11927, 0.27093], [1.75613, -1.42865, 4.34584], [0.59158, -0.41780, 3.47982], [1.77895, 0.30172, 4.56660]], "nbo_charge": [0.73, -0.16, -0.18, -0.19, -0.35, -0.27, -0.20, 0.24, 0.24, 0.24, 0.26, 0.26, 0.25, -0.67, 0.05, 0.02, -0.24, -0.06, 0.16, -0.32, 0.17, -0.15, -0.19, -0.09, -0.14, -0.15, 0.81, -0.64, -0.64, 0.09, -0.67, 0.25, 0.24, 0.25, 0.25, 0.27, 0.25, 0.50, 0.24, 0.26, 0.26, 0.27, 0.26, 0.24, 0.26]}



No. 2
{"formula": "C4H12N4O2", "method": "ωB97M-V with the def2-TZVPD basis set", "orbital_gap_ha": 0.3672, "de_lowest_ev": 0.000, "lumo_ev": 0.78, "smiles": "CNC(N)(N)N(C)C(=O)O", "elements": ["C", "N", "C", "O", "O", "H", "H", "H", "H", "H", "C", "C", "N", "N", "N", "H", "H", "H", "H", "H", "H", "H"], "positions_angstrom": [[1.40831, 1.62420, 0.36744], [0.80712, 0.55347, 1.14087], [-1.84240, 0.44969, -0.06671], [-1.97373, 0.43435, 1.27998], [-2.69244, 0.93985, -0.77384], [-2.77980, 0.92275, 1.50182], [1.43517, 0.23245, 1.86883], [2.26666, 1.29940, -0.23249], [0.65320, 2.04096, -0.29739], [1.72603, 2.40036, 1.06025], [-0.51004, -0.15708, -1.95906], [0.35171, -0.58827, 0.38890], [1.41223, -1.15312, -0.42996], [-0.09436, -1.57381, 1.35090], [-0.72201, -0.15586, -0.52282], [-0.67344, -2.27356, 0.89985], [2.18233, -1.40295, 0.18064], [1.09199, -2.00368, -0.87787], [-0.64441, -1.12476, 2.07313], [-0.65984, -1.15850, -2.36816], [-1.24191, 0.51744, -2.39947], [0.49963, 0.17666, -2.18482]], "nbo_charge": [-0.42, -0.64, 0.89, -0.70, -0.66, 0.50, 0.37, 0.18, 0.20, 0.21, -0.42, 0.57, -0.86, -0.86, -0.50, 0.36, 0.37, 0.36, 0.39, 0.18, 0.24, 0.22]}



No. 3
{"formula": "C11H24N4O2", "method": "ωB97M-V with the def2-TZVPD basis set", "orbital_gap_ha": 0.3218, "de_lowest_ev": 0.288, "lumo_ev": 0.54, "smiles": "CN(C)CCCCNCCCNC(=O)/C=N\\O", "elements": ["C", "N", "C", "H", "H", "H", "C", "C", "C", "C", "N", "C", "H", "H", "C", "H", "H", "C", "N", "C", "O", "C", "N", "O", "H", "H", "H", "H", "H", "H", "H", "H", "H", "H", "H", "H", "H", "H", "H", "H", "H"], "positions_angstrom": [[0.83940, 3.93865, -0.76431], [0.97234, 2.77361, 0.08118], [-0.15458, 2.62868, 0.97565], [-1.11748, 2.51669, 0.45516], [0.00077, 1.76093, 1.61351], [-0.21251, 3.51414, 1.60894], [1.31994, 1.55742, -0.62788], [0.25234, 0.98865, -1.57612], [0.79766, -0.11035, -2.48637], [1.33918, -1.32849, -1.73077], [0.41427, -1.81624, -0.72185], [-0.76494, -2.48415, -1.24799], [-0.50244, -3.37602, -1.84547], [-1.28265, -1.78532, -1.90950], [-1.70929, -2.88974, -0.11725], [-2.55178, -3.43732, -0.54205], [-1.18968, -3.55242, 0.57818], [-2.24265, -1.67928, 0.65035], [-1.19958, -1.04343, 1.41923], [-1.30738, -0.86183, 2.74555], [-2.30977, -1.11998, 3.39216], [-0.11293, -0.27756, 3.43661], [1.12263, -0.34052, 3.18370], [1.54185, -0.99746, 2.03100], [2.50728, -0.93339, 2.06934], [-0.33908, 0.22683, 4.36718], [-0.32408, -0.91642, 0.91836], [-2.66828, -0.95614, -0.05550], [-3.02308, -1.98081, 1.35387], [0.90488, -2.45624, -0.10332], [2.25939, -1.04663, -1.21452], [1.59358, -2.11018, -2.46923], [0.00574, -0.42722, -3.16859], [1.61004, 0.29010, -3.09724], [-0.13001, 1.79286, -2.20871], [-0.57646, 0.59208, -0.99036], [1.56038, 0.80714, 0.12878], [2.22983, 1.76895, -1.19855], [-0.07004, 3.93509, -1.38487], [1.70755, 4.00989, -1.41766], [0.80966, 4.82540, -0.13061]], "nbo_charge": [-0.41, -0.44, -0.41, 0.16, 0.20, 0.20, -0.22, -0.43, -0.40, -0.21, -0.65, -0.22, 0.17, 0.19, -0.41, 0.22, 0.20, -0.23, -0.64, 0.60, -0.62, -0.05, -0.10, -0.58, 0.49, 0.22, 0.45, 0.19, 0.24, 0.37, 0.19, 0.17, 0.20, 0.21, 0.20, 0.20, 0.20, 0.19, 0.16, 0.20, 0.20]}



No. 4
{"formula": "C23H50BrN7O6P", "method": "ωB97M-V with the def2-TZVPD basis set", "orbital_gap_ha": 0.2823, "de_lowest_ev": 0.000, "lumo_ev": -3.22, "charge": 1, "elements": ["C", "C", "C", "C", "C", "P", "O", "Br", "N", "C", "N", "C", "C", "H", "H", "H", "H", "H", "H", "H", "H", "H", "H", "H", "H", "H", "H", "H", "C", "O", "N", "C", "C", "H", "H", "H", "H", "H", "H", "H", "C", "O", "N", "C", "C", "H", "H", "H", "H", "H", "H", "H", "C", "O", "N", "C", "C", "H", "H", "H", "H", "H", "H", "H", "C", "O", "N", "C", "C", "H", "H", "H", "H", "H", "H", "H", "C", "O", "N", "C", "C", "H", "H", "H", "H", "H", "H", "H"], "positions_angstrom": [[0.48367, -1.26536, 1.05648], [1.36099, -0.89688, 0.14345], [1.73994, 0.53559, -0.02670], [3.21807, 0.88078, -0.34862], [3.04462, 2.35384, -0.55447], [4.28682, 3.57138, 0.02353], [5.57988, 3.30627, -0.92075], [3.47988, 5.42265, -0.79789], [1.89221, 2.57535, -1.07465], [1.07135, 1.30953, -1.17947], [-0.30846, 1.63653, -1.14559], [-0.88374, 2.00713, 0.14940], [-2.17336, 2.81522, -0.03385], [-0.09499, -2.18320, 1.00701], [0.31102, -0.61545, 1.91209], [1.84932, -1.64527, -0.47874], [1.54258, 1.03367, 0.93182], [3.40147, 0.48575, -1.36132], [3.97046, 0.53937, 0.35923], [6.29561, 2.94360, -0.37386], [1.44986, 3.48415, -1.32351], [1.32366, 0.82424, -2.12911], [-0.84970, 0.90271, -1.58478], [-1.10717, 1.11975, 0.75258], [-0.16266, 2.59809, 0.72083], [-2.86842, 2.60681, 0.77981], [-2.64498, 2.56710, -0.98570], [-1.96309, 3.88658, -0.01953], [-2.13357, -4.48433, 1.51597], [-1.66303, -3.35556, 1.46659], [-2.38832, -5.25189, 0.45067], [-2.95047, -6.58174, 0.57879], [-2.10220, -4.74433, -0.88359], [-2.39062, -4.96426, 2.47332], [-2.27360, -7.32605, 0.15541], [-3.90572, -6.64055, 0.05489], [-3.10983, -6.81275, 1.63037], [-1.03959, -4.50957, -0.97461], [-2.67562, -3.84074, -1.07594], [-2.37994, -5.49587, -1.61307], [-4.75727, -4.88489, -3.97653], [-4.36469, -4.84372, -2.82248], [-5.32280, -5.96145, -4.54806], [-5.77408, -5.95870, -5.92497], [-5.48525, -7.16522, -3.74977], [-4.67903, -4.02155, -4.65717], [-6.84561, -6.15774, -5.97986], [-5.24906, -6.71978, -6.50475], [-5.57795, -4.98512, -6.36982], [-6.10643, -6.96341, -2.87696], [-4.51749, -7.52457, -3.39861], [-5.95550, -7.93327, -4.35842], [4.12073, -0.43948, 3.83989], [4.28377, 0.27991, 2.86257], [4.03860, -1.77505, 3.79431], [3.84639, -2.57641, 4.98860], [4.14576, -2.43841, 2.50530], [4.02714, -0.02923, 4.85724], [4.67953, -3.26724, 5.12473], [2.92240, -3.15210, 4.91854], [3.78732, -1.92539, 5.85829], [5.10581, -2.21338, 2.03937], [3.35274, -2.09897, 1.83806], [4.05839, -3.51186, 2.65130], [-0.45450, 5.35048, -2.34525], [0.53695, 4.76476, -1.91498], [-0.40437, 6.48251, -3.04240], [-1.60526, 7.13659, -3.53424], [0.89216, 7.08426, -3.32063], [-1.47142, 4.96852, -2.18153], [-1.57924, 7.20897, -4.62173], [-1.68852, 8.14042, -3.11719], [-2.48066, 6.56127, -3.24136], [1.51910, 6.39453, -3.88526], [1.40388, 7.32606, -2.38929], [0.74357, 7.99368, -3.89585], [1.65033, 4.06281, 5.35928], [0.94400, 4.08290, 6.34441], [1.42891, 3.26982, 4.28592], [2.29429, 3.26884, 3.12868], [0.27418, 2.39006, 4.30944], [2.54764, 4.69621, 5.25274], [1.72513, 3.55563, 2.23496], [2.72138, 2.27362, 2.97258], [3.11070, 3.97488, 3.26760], [-0.64625, 2.96499, 4.41773], [0.33237, 1.69836, 5.15044], [0.23992, 1.82458, 3.37863]], "lowdin_charge": [0.05, -0.14, -0.27, -0.09, -0.39, 0.55, -0.34, 0.44, 0.15, -0.26, 0.00, -0.25, -0.07, 0.03, 0.07, 0.11, 0.13, 0.14, 0.11, 0.07, 0.08, 0.17, 0.13, 0.10, 0.10, 0.08, 0.07, 0.06, -0.33, -0.03, -0.18, -0.05, -0.04, 0.14, 0.09, 0.09, 0.08, 0.09, 0.09, 0.07, -0.34, -0.01, -0.20, -0.05, -0.04, 0.13, 0.09, 0.09, 0.08, 0.09, 0.09, 0.09, -0.34, -0.03, -0.19, -0.05, -0.03, 0.14, 0.09, 0.09, 0.09, 0.09, 0.07, 0.09, -0.30, -0.08, -0.18, -0.04, -0.03, 0.13, 0.10, 0.10, 0.09, 0.10, 0.08, 0.09, -0.35, 0.03, -0.19, -0.08, -0.04, 0.13, 0.07, 0.06, 0.08, 0.10, 0.09, 0.07]}



No. 5
{"formula": "CHBrNO2", "method": "ωB97M-V with the def2-TZVPD basis set", "orbital_gap_ha": 0.2378, "de_lowest_ev": 3.711, "lumo_ev": 3.60, "charge": -1, "smiles": "[O-][N+]([O-])=CBr", "elements": ["C", "N", "O", "O", "Br", "H"], "positions_angstrom": [[0.35998, 0.23793, -0.57515], [-0.41434, -0.06463, 0.57822], [-0.28141, 0.76792, 1.51148], [-1.35448, -0.91727, 0.56581], [0.54451, -1.06095, -1.86499], [1.14573, 1.03700, -0.21537]], "nbo_charge": [-0.48, 0.42, -0.57, -0.56, -0.01, 0.21]}



No. 6
{"formula": "C25H37N5O3RhSi4Te", "method": "ωB97M-V with the def2-TZVPD basis set", "orbital_gap_ha": 0.2393, "de_lowest_ev": 0.000, "lumo_ev": 1.32, "charge": -1, "elements": ["Rh", "O", "C", "C", "C", "C", "C", "C", "C", "O", "N", "N", "C", "C", "C", "C", "C", "C", "C", "O", "H", "H", "H", "H", "H", "H", "H", "H", "H", "H", "N", "C", "N", "C", "N", "C", "Si", "C", "C", "Si", "Te", "Si", "C", "C", "C", "Si", "C", "C", "C", "H", "H", "H", "H", "H", "H", "H", "H", "H", "H", "H", "H", "H", "H", "H", "H", "H", "H", "H", "H", "H", "H", "H", "H", "H", "H", "H"], "positions_angstrom": [[-0.30470, -0.56719, -2.34233], [4.04666, -1.61303, -2.82382], [4.42969, -0.39045, -3.23112], [5.79884, -0.17731, -3.41499], [6.26643, 1.05334, -3.82491], [5.37931, 2.10103, -4.06072], [4.02519, 1.89254, -3.88359], [3.52717, 0.65583, -3.47465], [2.06436, 0.46238, -3.29373], [1.67661, -0.66540, -2.76153], [1.25912, 1.40685, -3.68033], [-0.06585, 1.06704, -3.38740], [-0.99419, 1.83679, -3.81191], [-2.40228, 1.66142, -3.55291], [-3.26836, 2.63097, -4.09565], [-4.62778, 2.56882, -3.93987], [-5.17253, 1.49644, -3.21363], [-4.36404, 0.54335, -2.65874], [-2.95015, 0.58652, -2.79901], [-2.27224, -0.35657, -2.21751], [3.07874, -1.57680, -2.66234], [6.47026, -1.00383, -3.22141], [7.33161, 1.20154, -3.95831], [5.74452, 3.06951, -4.37689], [3.31328, 2.68760, -4.05856], [-0.66384, 2.69734, -4.39099], [-2.82589, 3.44598, -4.65909], [-5.26719, 3.32846, -4.36831], [-6.24650, 1.42098, -3.08938], [-4.77434, -0.28696, -2.09867], [-2.71233, -6.33479, -1.28400], [-1.84624, -5.56311, -1.27203], [-0.80176, -4.77590, -1.21370], [-0.67885, -3.52666, -1.39146], [-0.43459, -2.38768, -1.46716], [-3.58276, 0.81858, 1.93424], [-1.97572, 1.23583, 2.79963], [-2.21608, 0.95595, 4.64609], [-1.65053, 3.06874, 2.56175], [-0.22250, -0.03277, 1.91583], [0.09675, 1.02723, -0.32897], [1.82835, 0.47851, 2.92445], [3.18851, -0.54074, 2.14314], [1.80333, 0.14231, 4.77583], [2.24021, 2.29174, 2.67606], [-0.68483, -2.31973, 1.97750], [-0.84993, -2.81561, 3.78727], [-2.29133, -2.75341, 1.12866], [0.69303, -3.34969, 1.25107], [-4.36862, 1.52405, 2.21971], [-3.92315, -0.18856, 2.18499], [-3.46001, 0.86745, 0.84826], [-3.03613, 1.57997, 5.01443], [-1.31682, 1.21503, 5.21075], [-2.45936, -0.08543, 4.87038], [-2.52945, 3.65607, 2.84239], [-1.41461, 3.28517, 1.51659], [-0.80658, 3.40631, 3.16920], [3.08789, -1.60033, 2.38806], [4.17303, -0.20481, 2.48145], [3.15443, -0.44627, 1.05416], [1.60524, -0.91122, 4.98743], [1.03012, 0.73130, 5.27569], [2.76736, 0.40074, 5.22444], [2.18322, 2.55120, 1.61557], [3.25242, 2.51427, 3.02534], [1.54238, 2.93918, 3.21344], [-1.65939, -2.27387, 4.28387], [0.06972, -2.61771, 4.34433], [-1.06517, -3.88550, 3.86200], [-3.14751, -2.30730, 1.64069], [-2.42717, -3.83850, 1.11891], [-2.30036, -2.40140, 0.09345], [1.61050, -3.25479, 1.83780], [0.91798, -3.04664, 0.22837], [0.40536, -4.40440, 1.23642]], "lowdin_charge": [0.81, 0.07, -0.27, -0.02, -0.10, -0.11, -0.04, -0.08, -0.46, -0.23, 0.08, -0.22, -0.08, -0.15, -0.07, -0.12, -0.10, -0.02, -0.35, -0.24, 0.07, 0.11, 0.10, 0.09, 0.10, 0.13, 0.11, 0.09, 0.10, 0.11, 0.07, -0.42, 0.08, -0.37, 0.02, -0.21, 0.30, -0.22, -0.23, 0.08, 0.73, 0.30, -0.22, -0.22, -0.23, 0.34, -0.21, -0.21, -0.22, 0.03, 0.02, 0.02, 0.03, 0.01, 0.01, 0.03, 0.00, 0.01, 0.01, 0.03, 0.03, 0.01, 0.01, 0.03, 0.00, 0.03, 0.01, 0.01, 0.01, 0.03, 0.02, 0.03, 0.01, 0.02, 0.00, 0.04]}



Number 1: F_max 0.0199 Eh/bohr, HOMO energy -14.41 eV. Number 2: F_max 0.0097 Eh/bohr, HOMO energy -9.21 eV. Number 3: F_max 0.0222 Eh/bohr, HOMO energy -8.22 eV. Number 4: F_max 0.0271 Eh/bohr, HOMO energy -10.90 eV. Number 5: F_max 0.0834 Eh/bohr, HOMO energy -2.87 eV. Number 6: F_max 0.0138 Eh/bohr, HOMO energy -5.19 eV.